No. 1
C34H26GeN2O14RuS2 as an isolated structure at a distorted geometry, computed with wB97M-V/def2-TZVPD.

The geometry in XYZ format:
```
80
Properties=species:S:1:pos:R:3:lowdin_charge:R:1
Ru 0.362 -0.436 -2.244 1.63
O -1.403 -2.916 -4.792 -0.22
S -0.359 -2.391 -3.992 0.59
O -0.492 -2.482 -2.503 -0.32
O -0.132 -0.919 -4.176 -0.39
C 1.155 -3.085 -4.613 -0.22
C 1.021 -4.056 -5.590 -0.03
C 2.139 -4.486 -6.295 -0.04
C 3.380 -3.935 -6.039 -0.04
C 3.529 -2.979 -5.042 -0.03
C 2.425 -2.557 -4.323 -0.22
S 2.742 -1.461 -2.964 0.59
O 1.798 -1.906 -1.885 -0.37
O 4.109 -1.601 -2.634 -0.20
O 2.212 -0.093 -3.266 -0.31
H 0.037 -4.446 -5.808 0.12
H 2.026 -5.243 -7.059 0.12
H 4.243 -4.253 -6.609 0.12
H 4.499 -2.571 -4.795 0.12
O 1.105 1.894 0.906 0.13
C 0.412 1.106 0.332 -0.57
O 0.997 0.271 -0.578 -0.20
C -1.048 0.895 0.663 -0.16
C -1.240 -0.215 1.726 -0.24
Ge 0.041 -0.329 3.206 1.00
C -0.614 -1.806 4.316 -0.26
C 0.120 -2.196 5.438 -0.10
C -0.335 -3.201 6.280 -0.09
C -1.537 -3.845 6.009 -0.10
C -2.277 -3.479 4.895 -0.09
C -1.816 -2.468 4.056 -0.11
C 0.081 1.278 4.285 -0.26
C 1.031 1.431 5.297 -0.11
C 1.030 2.559 6.107 -0.08
C 0.075 3.548 5.920 -0.09
C -0.881 3.406 4.924 -0.08
C -0.873 2.279 4.113 -0.10
C 1.816 -0.907 2.672 -0.27
C 1.956 -2.140 2.033 -0.10
C 3.168 -2.517 1.469 -0.09
C 4.258 -1.661 1.532 -0.09
C 4.140 -0.437 2.176 -0.08
C 2.930 -0.068 2.753 -0.10
H -1.593 0.608 -0.240 0.08
H -1.421 1.842 1.046 0.11
H -1.211 -1.192 1.238 0.08
H -2.225 -0.091 2.177 0.07
H 1.067 -1.713 5.658 0.10
H 0.248 -3.485 7.147 0.10
H -1.889 -4.635 6.660 0.10
H -3.215 -3.977 4.679 0.10
H -2.410 -2.199 3.189 0.09
H 1.781 0.664 5.459 0.09
H 1.778 2.666 6.884 0.10
H 0.077 4.430 6.549 0.10
H -1.630 4.174 4.777 0.10
H -1.624 2.184 3.336 0.09
H 1.109 -2.819 1.974 0.10
H 3.256 -3.470 0.961 0.10
H 5.199 -1.950 1.079 0.10
H 4.985 0.240 2.218 0.10
H 2.847 0.898 3.239 0.10
O -1.828 0.306 -2.390 0.01
C -1.345 1.370 -2.809 -0.57
O -0.071 1.490 -2.774 -0.04
C -2.169 2.520 -3.245 -0.08
C -3.131 3.013 -2.377 0.09
C -3.799 4.167 -2.729 -0.10
C -3.568 4.829 -3.915 0.10
C -2.619 4.291 -4.760 -0.10
C -1.897 3.159 -4.447 0.10
N -2.345 4.974 -6.047 -0.35
O -1.535 4.456 -6.783 0.10
O -2.949 5.998 -6.271 0.10
N -4.789 4.736 -1.783 -0.35
O -4.887 4.203 -0.700 0.10
O -5.422 5.698 -2.156 0.10
H -3.357 2.519 -1.442 0.14
H -4.105 5.728 -4.177 0.14
H -1.143 2.788 -5.127 0.14
```

Its multiplicity is 1. Its charge is 0. Its HOMO energy (alpha / beta) is -8.81 / -8.81 eV. The calculation puts the energy at -148085.5595 eV.



No. 2
C34H26N5NiS3 as an isolated structure, computed with wB97M-V/def2-TZVPD.

The geometry in XYZ format:
```
69
Properties=species:S:1:pos:R:3:lowdin_charge:R:1
Ni -0.925 -2.092 1.028 0.19
C -3.057 -2.706 5.746 -0.48
S -1.525 -3.582 5.406 0.80
C -1.175 -3.127 3.732 -1.07
S -2.290 -2.201 2.797 0.70
N -0.020 -3.586 3.337 -0.08
N 0.205 -3.234 2.024 -0.12
C 1.233 -3.680 1.407 -0.05
C 1.345 -3.237 0.018 -0.33
C 2.442 -3.544 -0.743 -0.08
C 2.366 -3.200 -2.136 -0.13
C 1.374 -2.405 -2.580 -0.05
C 0.470 -1.732 -1.582 -0.36
N 0.264 -2.556 -0.418 0.01
H -3.300 -2.936 6.784 0.02
H -2.934 -1.631 5.631 0.02
H -3.863 -3.047 5.102 0.02
H 1.953 -4.338 1.885 0.12
H 3.250 -4.135 -0.338 0.08
H 3.067 -3.635 -2.841 0.09
H 1.246 -2.186 -3.634 0.09
H -0.507 -1.540 -2.024 0.11
S -0.931 2.612 1.625 1.09
C 0.384 2.209 2.675 -0.48
C 1.156 3.030 3.491 -0.11
C 2.177 2.449 4.221 -0.11
C 2.428 1.074 4.142 -0.09
C 1.663 0.257 3.333 0.00
C 0.631 0.832 2.589 -0.30
N -0.192 0.140 1.726 0.11
C -1.056 0.918 1.169 -0.51
C -2.079 0.405 0.249 -0.25
C -2.994 1.270 -0.356 -0.09
C -3.958 0.770 -1.215 -0.13
C -3.989 -0.598 -1.470 -0.11
C -3.079 -1.451 -0.859 -0.10
C -2.105 -0.989 0.034 -0.20
H 0.968 4.094 3.549 0.10
H 2.791 3.069 4.864 0.09
H 3.232 0.647 4.730 0.10
H 1.833 -0.810 3.261 0.11
H -2.953 2.337 -0.161 0.09
H -4.672 1.434 -1.684 0.09
H -4.735 -1.001 -2.148 0.09
H -3.129 -2.514 -1.071 0.10
N 1.066 -0.442 -1.158 0.21
C 0.931 0.602 -1.861 -0.22
C 1.494 1.881 -1.327 -0.15
C 1.158 3.113 -1.880 -0.03
C 1.633 4.291 -1.314 -0.09
C 2.452 4.246 -0.197 -0.10
C 2.799 3.017 0.354 -0.09
C 2.323 1.845 -0.205 -0.03
C 0.245 0.663 -3.196 -0.19
C 0.985 0.727 -4.371 -0.04
C 0.345 0.788 -5.601 -0.09
C -1.042 0.796 -5.664 -0.10
C -1.785 0.743 -4.493 -0.07
C -1.145 0.679 -3.264 -0.02
H 0.510 3.157 -2.746 0.11
H 1.354 5.244 -1.747 0.10
H 2.817 5.164 0.249 0.09
H 3.426 2.971 1.237 0.10
H 2.561 0.879 0.221 0.11
H 2.068 0.720 -4.320 0.12
H 0.930 0.828 -6.512 0.10
H -1.541 0.844 -6.625 0.09
H -2.868 0.749 -4.527 0.10
H -1.723 0.639 -2.350 0.08
```

Its multiplicity is 1. Its charge is -1. Its HOMO energy (alpha / beta) is -3.80 / -3.80 eV. The calculation puts the energy at -116681.7324 eV.



No. 3
C34H27AlBrFN9O5 as an isolated structure at a distorted geometry, computed with wB97M-V/def2-TZVPD.

The geometry in XYZ format:
```
78
Properties=species:S:1:pos:R:3:lowdin_charge:R:1
Al -1.795 0.756 -0.598 0.00
Br -8.232 -2.936 0.729 0.74
C -8.146 -1.093 1.165 -0.68
C -7.050 -0.611 1.864 -0.10
C -6.949 0.747 2.105 -0.02
C -7.957 1.616 1.679 -0.30
C -9.094 1.099 1.059 -0.03
C -9.178 -0.252 0.778 -0.12
N -7.948 3.001 1.946 0.08
N -6.914 3.677 1.963 0.08
C -5.646 3.214 1.582 -0.25
C -4.571 3.638 2.343 0.00
C -3.250 3.278 2.057 0.02
C -2.972 2.501 0.952 -0.27
O -1.769 2.096 0.575 0.02
C -4.058 2.108 0.124 -0.11
N -3.693 1.373 -0.957 0.13
C -4.608 1.027 -1.837 -0.04
C -5.946 1.417 -1.698 0.00
C -6.341 2.123 -0.589 0.03
C -5.391 2.470 0.394 -0.09
H -6.269 -1.283 2.194 0.09
H -6.095 1.135 2.644 0.12
H -9.892 1.775 0.782 0.12
H -10.039 -0.655 0.263 0.10
H -4.785 4.238 3.218 0.12
H -2.442 3.613 2.693 0.12
H -4.268 0.441 -2.682 0.13
H -6.657 1.157 -2.468 0.12
H -7.372 2.431 -0.479 0.12
C 4.492 -1.535 -4.245 -0.06
C 3.743 -2.342 -3.189 -0.17
N 2.815 -1.509 -2.419 -0.02
C 1.548 -1.393 -2.860 0.06
C 0.580 -0.656 -2.250 -0.01
C -0.786 -0.573 -2.889 -0.51
O -1.006 -1.211 -3.894 0.10
O -1.630 0.215 -2.296 0.07
C 0.886 0.030 -1.048 -0.21
O 0.067 0.719 -0.386 0.09
C 2.256 -0.084 -0.581 -0.03
C 2.626 0.557 0.601 0.11
C 3.906 0.476 1.064 -0.18
F 4.163 1.073 2.249 0.07
C 4.916 -0.203 0.349 -0.12
C 4.535 -0.830 -0.829 0.06
C 3.213 -0.824 -1.290 -0.11
N 6.281 -0.227 0.727 -0.09
C 7.014 -1.481 0.615 -0.12
C 8.447 -1.171 0.154 -0.07
N 8.794 0.210 0.615 0.06
C 8.268 0.429 1.994 -0.08
C 6.741 0.536 1.894 -0.13
H 5.164 -2.186 -4.804 0.08
H 5.074 -0.732 -3.792 0.07
H 3.788 -1.087 -4.946 0.09
H 4.430 -2.831 -2.502 0.11
H 3.159 -3.125 -3.669 0.13
H 1.290 -1.933 -3.764 0.16
H 1.873 1.103 1.154 0.15
H 5.295 -1.320 -1.419 0.10
H 6.543 -2.143 -0.104 0.12
H 7.025 -2.007 1.578 0.14
H 8.540 -1.201 -0.929 0.14
H 9.154 -1.875 0.589 0.14
H 8.316 0.876 0.003 0.19
H 9.798 0.377 0.554 0.19
H 8.684 1.340 2.417 0.14
H 8.586 -0.409 2.610 0.14
H 6.455 1.577 1.760 0.14
H 6.308 0.185 2.834 0.14
O -2.239 -0.725 0.323 -0.05
N -1.346 -1.677 0.323 0.07
C -1.602 -2.673 1.092 -0.28
C -2.768 -2.800 1.918 -0.14
N -3.710 -2.863 2.572 0.19
C -0.598 -3.696 1.137 -0.17
N 0.236 -4.484 1.183 0.16
```

Its multiplicity is 1. Its charge is +1. Its HOMO energy is -9.07 eV. The calculation puts the energy at -138698.3501 eV. For the energy relative to the best compared isomer or geometry (same formula, charge and spin), the calculation gives 24.22 kJ/mol.



No. 4
C34H27AuClN9O7S as an isolated structure at a distorted geometry, computed with wB97M-V/def2-TZVPD.

The geometry in XYZ format:
```
80
Properties=species:S:1:pos:R:3:lowdin_charge:R:1
Au 0.204 0.120 0.029 1.12
Cl 4.269 5.065 2.733 0.74
C 3.659 3.676 1.916 -0.64
C 3.843 3.536 0.545 -0.09
C 3.379 2.402 -0.088 -0.04
C 2.754 1.370 0.627 -0.30
C 2.308 0.159 -0.037 -0.08
C 2.583 1.544 2.011 -0.01
C 3.009 2.687 2.647 -0.07
H 4.356 4.309 -0.008 0.11
H 3.540 2.283 -1.150 0.12
H 2.580 -0.746 0.497 0.08
H 2.616 0.102 -1.077 0.09
H 2.082 0.772 2.575 0.11
H 2.860 2.809 3.710 0.12
O 0.068 -1.351 4.225 0.08
C 0.275 -1.373 3.022 -0.64
O -0.256 -0.637 2.155 -0.10
C 1.269 -2.443 2.531 -0.13
C 1.194 -2.953 1.242 -0.06
C 2.115 -3.888 0.812 0.01
C 3.085 -4.337 1.700 -0.15
C 3.138 -3.872 3.011 0.03
C 2.231 -2.912 3.419 0.01
N 4.061 -5.305 1.254 -0.36
O 4.114 -5.542 0.065 0.08
O 4.770 -5.817 2.092 0.09
H 0.419 -2.608 0.572 0.09
H 2.101 -4.276 -0.197 0.12
H 3.892 -4.264 3.676 0.12
H 2.244 -2.522 4.424 0.12
C 0.431 3.171 -2.168 0.01
C -0.354 3.274 -0.914 -0.36
N -0.360 2.370 0.038 0.02
C -1.182 2.820 1.026 -0.10
C -1.690 4.024 0.658 0.00
N -1.162 4.306 -0.578 0.01
C -1.432 5.508 -1.332 -0.05
N -1.215 6.665 -0.522 -0.07
N -2.226 7.497 -0.188 0.06
N -1.816 8.407 0.580 0.08
C -0.485 8.226 0.825 -0.22
C 0.423 8.924 1.621 0.00
C 1.715 8.452 1.656 -0.07
C 2.114 7.322 0.928 -0.09
C 1.233 6.611 0.143 -0.01
C -0.072 7.080 0.103 -0.16
H 0.971 2.228 -2.156 0.06
H 1.151 3.986 -2.239 0.08
H -0.211 3.198 -3.049 0.10
H -1.337 2.237 1.910 0.12
H -2.370 4.688 1.151 0.14
H -2.484 5.538 -1.645 0.16
H -0.777 5.524 -2.211 0.14
H 0.111 9.789 2.183 0.12
H 2.450 8.956 2.266 0.11
H 3.141 6.997 0.995 0.07
H 1.541 5.730 -0.399 0.09
O -10.348 1.701 -1.122 -0.35
S -8.941 1.872 -1.342 0.39
O -8.419 1.456 -2.624 -0.37
O -8.305 3.008 -0.716 -0.37
C -8.139 0.516 -0.300 -0.37
N -8.913 -0.289 0.364 0.14
C -8.289 -1.248 1.041 -0.10
C -6.908 -1.378 1.011 0.01
C -6.187 -0.451 0.250 -0.21
N -6.851 0.513 -0.399 0.16
C -4.731 -0.450 0.085 -0.11
C -4.151 0.523 -0.735 0.04
C -2.782 0.520 -0.914 -0.13
N -1.977 -0.358 -0.322 -0.07
C -2.523 -1.287 0.455 -0.13
C -3.884 -1.382 0.681 0.03
H -8.923 -1.919 1.602 0.11
H -6.421 -2.168 1.554 0.09
H -4.785 1.252 -1.210 0.13
H -2.305 1.244 -1.558 0.10
H -1.841 -1.972 0.933 0.09
H -4.253 -2.171 1.316 0.11
```

Its multiplicity is 1. Its charge is 0. Its HOMO energy (alpha / beta) is -7.31 / -7.31 eV. The calculation puts the energy at -90482.1310 eV.



No. 5
C34H27BClN8O6Tl as an isolated structure at a distorted geometry, computed with wB97M-V/def2-TZVPD.

The geometry in XYZ format:
```
78
Properties=species:S:1:pos:R:3:lowdin_charge:R:1
Tl 1.210 1.351 -2.216 0.98
C 1.574 2.573 1.421 -0.05
O 1.136 1.229 1.585 -0.10
C 1.215 0.660 2.808 -0.22
C 1.630 1.323 3.966 0.00
C 1.631 0.665 5.184 -0.07
C 1.239 -0.666 5.282 -0.08
C 0.844 -1.330 4.139 -0.02
C 0.827 -0.681 2.906 -0.15
N 0.426 -1.301 1.687 0.11
N -0.040 -2.435 1.752 0.11
C -0.267 -2.979 0.411 -0.35
C -0.353 -2.335 -2.147 -0.31
O -0.460 -1.452 -2.957 0.07
C -0.460 -3.760 -2.554 0.01
C -1.198 -4.665 -1.917 -0.02
C -2.033 -4.430 -0.723 -0.16
C -3.285 -5.044 -0.699 -0.03
C -4.178 -4.815 0.332 -0.07
C -3.817 -3.976 1.372 -0.07
C -2.563 -3.382 1.381 -0.02
C -1.659 -3.599 0.345 -0.09
H 1.051 3.244 2.102 0.10
H 1.336 2.848 0.399 0.05
H 2.651 2.646 1.577 0.11
H 1.952 2.351 3.927 0.11
H 1.945 1.204 6.069 0.11
H 1.250 -1.172 6.237 0.10
H 0.534 -2.364 4.169 0.11
H 0.003 -4.001 -3.504 0.13
H -1.290 -5.649 -2.366 0.12
H -3.560 -5.694 -1.522 0.12
H -5.156 -5.279 0.318 0.11
H -4.506 -3.789 2.186 0.11
H -2.269 -2.754 2.210 0.11
O -0.091 7.429 -3.054 0.12
C -1.247 6.852 -2.820 -0.52
O -2.302 7.400 -3.034 0.06
C -1.217 5.454 -2.267 -0.04
C -2.344 4.748 -1.909 -0.57
Cl -3.972 5.228 -1.920 0.83
N -1.956 3.530 -1.458 -0.07
N -0.613 3.419 -1.481 0.06
C -0.151 4.550 -1.982 -0.13
C 1.360 4.696 -2.107 -0.59
O 1.793 5.811 -2.438 0.04
O 2.052 3.681 -1.840 -0.20
C -2.715 2.452 -0.918 -0.19
C -2.181 1.749 0.154 -0.01
C -2.885 0.687 0.696 -0.08
C -4.117 0.325 0.167 -0.08
C -4.630 1.019 -0.917 -0.07
C -3.934 2.082 -1.467 -0.04
H 0.689 6.836 -2.793 0.06
H -1.223 2.047 0.554 0.10
H -2.469 0.150 1.538 0.10
H -4.676 -0.492 0.601 0.10
H -5.578 0.725 -1.349 0.11
H -4.332 2.611 -2.320 0.09
B 3.792 -2.049 -0.823 -0.39
N 4.232 -0.586 -0.807 -0.09
C 5.513 -0.249 -0.550 -0.10
C 5.635 1.116 -0.653 -0.06
C 4.345 1.547 -0.990 -0.18
N 3.508 0.518 -1.091 -0.05
N 2.256 -2.318 -0.601 0.00
C 1.991 -3.680 -0.221 -0.02
C 0.828 -4.021 0.292 0.05
C -0.034 -1.934 -0.679 -0.15
N 1.368 -1.470 -0.732 0.17
H 3.999 -2.607 -1.887 0.10
H 4.347 -2.648 0.066 0.09
H 6.243 -1.006 -0.310 0.12
H 6.517 1.713 -0.504 0.09
H 3.984 2.550 -1.187 0.09
H 2.834 -4.344 -0.322 0.12
H 0.645 -5.017 0.674 0.14
H -0.626 -1.044 -0.474 0.14
```

Its multiplicity is 1. Its charge is 0. Its HOMO energy is -9.01 eV. The calculation puts the energy at -77792.4625 eV. For the energy relative to the best compared isomer or geometry (same formula, charge and spin), the calculation gives 216.96 kJ/mol.



No. 6
C34H27BrN8OTa as an isolated structure at a distorted geometry, computed with wB97M-V/def2-TZVPD.

The geometry in XYZ format:
```
72
Properties=species:S:1:pos:R:3:lowdin_charge:R:1
Ta 0.228 0.141 0.712 2.00
N 0.325 -1.361 -3.803 0.17
C 0.353 -0.585 -2.740 -0.12
N 0.459 -1.024 -1.507 0.04
C 0.540 -2.398 -1.292 -0.26
N 0.719 -2.900 -0.106 0.10
N 0.772 -2.025 0.920 -0.15
C 1.121 -2.492 2.069 -0.02
C 1.160 -1.583 3.191 -0.25
C 1.563 -1.975 4.455 0.05
C 1.579 -1.036 5.482 0.03
C 1.184 0.265 5.209 0.02
C 0.784 0.590 3.922 -0.06
N 0.773 -0.310 2.934 -0.01
C 0.465 -3.302 -2.417 -0.08
C 0.493 -4.695 -2.276 0.02
C 0.470 -5.495 -3.396 -0.01
C 0.419 -4.929 -4.673 0.00
C 0.367 -3.559 -4.834 0.02
C 0.383 -2.751 -3.706 -0.15
H 0.220 -0.954 -4.723 0.18
H 0.288 0.484 -2.906 0.15
H 1.377 -3.540 2.183 0.16
H 1.858 -3.002 4.625 0.14
H 1.890 -1.322 6.478 0.14
H 1.183 1.025 5.977 0.14
H 0.450 1.589 3.676 0.12
H 0.531 -5.124 -1.286 0.12
H 0.490 -6.571 -3.288 0.13
H 0.414 -5.569 -5.545 0.13
H 0.307 -3.120 -5.823 0.13
C 2.177 3.571 -1.614 0.03
C 1.874 2.248 -1.015 -0.22
N 0.748 1.986 -0.430 -0.08
N -0.207 2.947 -0.289 0.11
C -0.968 2.711 0.744 -0.35
O -0.676 1.635 1.499 -0.24
C -2.081 3.560 1.082 -0.16
C -2.890 3.238 2.182 -0.01
C -3.961 4.044 2.507 -0.04
C -4.237 5.173 1.744 -0.02
C -3.437 5.498 0.651 -0.03
C -2.366 4.700 0.315 0.00
C 2.886 1.189 -0.929 -0.23
C 4.100 1.273 -1.592 0.04
C 5.058 0.288 -1.386 0.02
C 4.779 -0.739 -0.502 0.01
C 3.540 -0.756 0.123 -0.09
N 2.607 0.166 -0.093 0.01
H 1.369 4.268 -1.414 0.09
H 2.317 3.492 -2.695 0.12
H 3.106 3.967 -1.200 0.12
H -2.675 2.351 2.764 0.11
H -4.583 3.801 3.358 0.12
H -5.080 5.801 2.001 0.13
H -3.654 6.384 0.069 0.12
H -1.737 4.940 -0.531 0.12
H 4.297 2.104 -2.254 0.13
H 6.012 0.336 -1.894 0.14
H 5.497 -1.519 -0.291 0.13
H 3.296 -1.540 0.829 0.11
Br -6.361 -1.491 -0.249 0.85
C -4.530 -1.103 -0.048 -0.66
C -3.872 -1.460 1.125 -0.10
C -2.529 -1.158 1.269 -0.11
C -1.827 -0.519 0.246 -0.28
C -2.501 -0.173 -0.925 -0.11
C -3.848 -0.453 -1.072 -0.10
H -4.407 -1.970 1.914 0.12
H -2.038 -1.431 2.201 0.10
H -1.996 0.348 -1.733 0.09
H -4.369 -0.173 -1.977 0.12
```

Its multiplicity is 1. Its charge is +3. Its HOMO energy is -15.81 eV. The calculation puts the energy at -121236.2056 eV. For the energy relative to the best compared isomer or geometry (same formula, charge and spin), the calculation gives 27.88 kJ/mol.